84
Properties=species:S:1:pos:R:3:forces:R:3 method="wB97M-V/def2-TZVPD" charge=-3 s_squared=0.750 multiplicity=2 lumo_ev="5.41 / 5.40" e_homo_ev="4.2 / -1.1" orbital_gap_ev="1.23 / 6.54"
S -0.598 -0.500 0.710 -0.773 2.316 3.844
O -2.065 -0.378 0.725 -0.702 -0.327 -1.300
O -0.111 -0.074 2.028 0.438 -0.485 0.494
O -0.228 -1.899 0.486 0.725 -0.742 -1.613
O -0.001 0.445 -0.225 0.645 0.070 -2.385
C 2.840 1.029 -1.864 0.239 -1.007 0.883
C 3.742 2.131 -1.238 -0.617 -1.690 1.155
C 3.936 3.160 -2.371 0.535 1.350 0.835
C 4.373 4.539 -1.839 0.181 1.052 0.712
C 3.478 5.083 -0.699 -0.463 -2.273 -0.880
C 3.300 4.017 0.451 1.279 0.143 -1.342
N 2.962 2.672 -0.072 0.213 3.115 -2.535
O 2.648 1.791 0.937 0.606 -0.237 0.017
C 4.648 4.010 1.260 -0.272 0.799 0.519
C 2.149 4.591 1.234 0.014 -0.541 1.552
C 5.099 1.435 -0.699 -1.003 0.272 -1.395
H 3.386 0.488 -2.636 -0.061 0.205 -0.388
H 1.820 1.272 -2.162 0.293 0.878 -0.423
H 2.577 0.250 -1.148 0.459 -0.029 0.456
H 4.695 2.898 -3.109 0.279 -0.737 0.300
H 3.049 3.229 -3.002 -0.413 0.172 0.476
H 4.450 5.297 -2.619 -0.399 -0.023 -0.446
H 5.398 4.552 -1.471 0.275 -0.649 0.133
H 2.492 5.191 -1.150 -0.227 0.208 0.087
H 3.747 6.042 -0.255 0.379 -0.049 -0.120
H 4.754 3.149 1.920 -0.133 0.047 -0.024
H 5.585 4.176 0.727 -0.165 -0.839 -0.932
H 4.734 4.926 1.845 -0.621 0.084 0.705
H 2.568 5.469 1.725 -0.399 0.223 0.232
H 1.238 4.855 0.697 0.343 -0.078 -0.498
H 1.829 3.874 1.991 0.058 0.110 0.267
H 5.933 1.802 -1.297 0.278 0.129 0.170
H 4.994 0.377 -0.938 0.150 -0.078 0.222
H 5.301 1.536 0.367 -0.259 0.186 -0.190
H 1.713 1.684 0.750 -0.764 -0.991 0.442
C 1.276 -2.167 -2.804 0.387 -1.429 -2.444
O 1.722 -2.700 -3.854 0.084 0.594 0.466
N 1.499 -2.620 -1.608 2.397 -2.116 1.064
N 0.410 -1.217 -2.767 -1.906 3.087 -2.302
H 1.762 -3.569 -1.833 0.093 -0.430 1.796
H 0.915 -2.233 -0.880 -0.062 -0.930 1.004
H 0.222 -0.862 -3.694 -0.615 0.590 0.592
H 0.020 -0.881 -1.899 -0.138 0.610 -0.284
C -3.176 -4.372 -0.210 2.361 1.977 -0.015
O -2.537 -5.399 -0.168 2.165 -1.861 0.242
N -4.437 -4.379 -0.433 -4.238 -0.154 -0.473
N -2.693 -3.110 -0.087 1.024 -0.397 0.239
H -4.843 -3.459 -0.333 -1.291 -0.433 -0.597
H -4.821 -5.199 -0.880 -0.453 0.536 0.329
H -1.694 -2.970 -0.033 -0.134 0.406 0.219
H -3.254 -2.278 -0.204 0.209 -0.290 0.055
C -5.362 1.113 0.558 3.212 3.386 0.381
O -4.627 2.099 0.733 0.714 -0.373 -0.152
N -6.626 1.304 0.572 -6.182 0.681 0.066
N -5.004 -0.108 0.342 2.118 -2.830 -0.253
H -6.984 2.222 0.350 0.211 -0.270 0.199
H -7.230 0.510 0.414 -0.333 0.070 -0.184
H -4.017 -0.304 0.422 0.198 -0.198 0.162
H -5.682 -0.833 0.151 -0.028 -0.263 -0.048
C -2.673 1.153 -2.784 2.348 1.559 0.445
O -3.219 1.640 -3.715 -2.636 1.805 -4.041
N -2.935 0.024 -2.253 -2.399 -4.573 1.214
N -1.601 1.683 -2.242 2.297 2.261 0.533
H -2.647 -0.097 -1.292 -0.239 -0.538 0.321
H -3.816 -0.328 -2.600 -0.022 -0.483 0.691
H -1.317 2.565 -2.644 0.074 -0.200 0.588
H -1.248 1.312 -1.371 0.692 0.347 0.165
C 0.700 -4.849 2.233 3.213 -1.056 1.413
O 1.585 -4.302 2.899 -0.112 -0.132 0.119
N 0.676 -6.203 2.111 0.502 -2.906 0.625
N -0.174 -4.295 1.506 -3.374 2.380 -2.376
H 1.459 -6.727 2.474 -0.339 0.324 0.083
H -0.048 -6.732 1.646 0.126 0.469 -0.028
H -0.122 -3.317 1.259 0.130 0.608 0.577
H -0.841 -4.794 0.934 0.005 -0.469 0.074
C -2.963 -2.961 3.896 0.194 -0.900 -1.481
C -3.033 -1.501 3.551 0.361 1.431 1.516
O -1.802 -0.825 3.921 -2.024 -0.732 0.562
H -2.011 -3.353 3.539 0.271 0.051 0.192
H -3.661 -3.480 3.238 -0.483 -0.277 0.236
H -3.100 -3.289 4.926 -0.075 0.458 0.120
H -3.824 -1.022 4.127 -0.068 0.071 0.667
H -3.438 -1.263 2.567 0.989 -0.441 -0.524
H -1.223 -0.748 3.159 0.658 0.397 -0.780


73
Properties=species:S:1:pos:R:3:forces:R:3 method="wB97M-V/def2-TZVPD" lumo_ev=-3.88 relative_energy_kj_mol=1026.0 e_homo_ev=-7.7 orbital_gap_ev=3.84
Zn 4.858 20.508 26.359 -1.301 0.649 0.944
O 4.077 23.031 28.315 0.666 -0.005 -0.193
H 3.445 23.521 28.877 -0.086 -0.756 -0.447
O 1.726 20.187 25.327 0.582 -0.245 -0.097
H 0.857 20.559 25.574 0.735 0.144 0.301
C 8.487 27.415 31.219 0.684 0.148 1.959
C 7.270 26.656 30.911 -1.766 -0.255 -0.864
C 6.032 27.592 30.921 -0.512 1.401 0.411
O 5.806 28.246 32.192 0.614 -0.242 0.635
C 4.734 29.167 32.224 -0.352 -0.212 -0.920
N 7.519 25.983 29.645 -0.722 -0.329 -0.221
H 9.283 26.672 31.175 0.434 0.537 -0.079
H 8.365 27.755 32.248 0.433 0.198 0.145
H 8.660 28.313 30.627 -0.014 -0.284 -0.396
H 7.087 25.817 31.583 0.189 0.279 0.568
H 5.048 27.220 30.638 0.190 -0.908 -0.338
H 6.255 28.398 30.222 0.096 0.157 -0.493
H 3.783 28.695 31.977 -0.203 -0.423 0.037
H 4.827 29.947 31.469 0.397 0.240 -0.167
H 4.582 29.665 33.181 0.632 -0.384 0.186
H 6.721 25.402 29.431 -0.062 -0.179 -0.419
H 7.672 26.618 28.875 -0.061 0.201 -0.074
C 7.973 23.579 21.853 1.118 0.070 1.332
C 7.605 24.243 23.216 -0.641 0.658 -1.580
C 7.590 25.791 23.044 0.849 -0.612 0.311
O 8.009 26.422 24.243 -0.259 0.891 0.305
C 7.860 27.860 24.137 -0.225 -1.062 0.488
N 6.294 23.739 23.641 0.441 0.429 0.490
H 7.362 23.839 20.988 -0.402 0.173 0.357
H 7.991 22.497 21.985 -0.150 -0.026 -0.148
H 8.989 23.885 21.605 0.108 -0.082 -0.140
H 8.284 24.079 24.053 0.447 -0.451 -0.400
H 6.587 26.121 22.775 -0.120 0.122 -0.322
H 8.341 26.066 22.304 -0.221 0.115 -0.568
H 8.457 28.353 24.905 0.367 -0.263 -0.214
H 6.834 28.136 24.379 -0.271 0.011 -0.350
H 8.126 28.178 23.129 0.089 0.237 0.062
H 6.019 24.516 24.223 -0.973 -0.316 0.646
H 5.667 23.751 22.849 -0.182 0.002 -0.186
C 7.743 16.561 22.307 -0.514 -0.167 -0.567
C 6.229 16.688 22.031 1.527 0.514 -2.192
C 5.688 15.464 21.196 0.266 -0.066 -0.399
O 6.335 15.388 19.874 -0.806 -0.550 0.440
C 5.698 14.465 18.920 -0.197 0.317 1.752
N 5.619 16.963 23.308 -0.970 -1.494 -0.472
H 8.120 17.531 22.632 0.078 -0.122 0.021
H 8.296 16.204 21.438 -0.035 0.168 -0.066
H 7.894 15.829 23.100 0.027 -0.009 0.167
H 6.037 17.579 21.433 0.282 0.000 -0.398
H 4.604 15.408 21.102 -0.397 0.984 -0.429
H 5.793 14.561 21.798 1.020 -0.546 -0.014
H 5.662 13.456 19.331 0.294 -0.177 0.168
H 6.214 14.407 17.962 0.214 0.567 0.312
H 4.649 14.730 18.791 -0.035 0.350 -0.272
H 5.614 16.003 23.622 -0.075 -0.298 1.572
H 4.646 17.057 23.056 -0.694 0.595 0.427
C 9.094 18.940 29.847 -0.438 -0.267 0.257
C 7.840 18.782 29.033 -0.360 -0.802 -0.933
C 6.610 18.754 29.936 -1.317 0.008 -1.228
O 5.423 18.712 29.084 0.214 0.541 0.601
C 4.178 18.490 29.755 0.017 -0.800 -0.222
N 7.695 19.857 28.049 -0.792 0.169 0.404
H 8.944 19.808 30.489 0.458 0.051 0.191
H 9.957 19.069 29.194 0.057 -0.042 0.225
H 9.169 18.031 30.443 0.513 0.152 0.274
H 7.911 17.847 28.477 -0.231 -0.176 -0.012
H 6.599 19.666 30.534 -0.147 0.189 0.186
H 6.580 17.891 30.601 0.284 -0.106 0.060
H 4.008 19.006 30.699 0.539 0.249 0.044
H 4.066 17.417 29.910 0.085 -0.202 0.386
H 3.329 18.738 29.119 0.372 0.389 -0.367
H 7.768 20.657 28.662 -0.010 0.957 -0.596
H 8.453 19.874 27.383 0.225 -0.001 0.118


74
Properties=species:S:1:pos:R:3:forces:R:3 method="wB97M-V/def2-TZVPD" lumo_ev=0.11 relative_energy_kj_mol=969.6 e_homo_ev=-9.5 orbital_gap_ev=9.63
C -2.914 3.329 -3.208 -2.070 -5.315 3.344
C -2.964 3.150 -1.671 1.953 4.706 0.994
O -4.188 3.590 -1.163 -2.453 0.640 1.709
O -1.672 2.892 -3.651 0.381 1.172 -1.979
H -3.226 4.244 -3.426 -0.372 4.467 -1.083
H -3.846 2.724 -3.538 1.659 0.197 -0.075
H -2.096 3.849 -1.049 -1.707 -2.281 -2.048
H -3.138 2.238 -1.278 2.241 -4.232 0.070
H -4.365 3.004 -0.361 0.012 1.580 -1.674
H -1.514 3.457 -4.446 0.396 -1.043 0.802
C -1.038 -0.561 -3.829 0.524 1.129 0.803
C 0.253 -1.211 -3.520 -1.522 -3.668 1.373
O 0.871 -1.631 -4.657 1.867 -0.084 -3.188
O -1.476 0.161 -2.694 -1.131 -7.345 2.417
H -1.785 -1.219 -4.251 -0.307 0.141 -0.203
H -0.658 0.243 -4.416 -0.450 0.241 -1.921
H 0.226 -2.155 -2.937 -0.884 0.554 0.645
H 0.754 -0.535 -2.887 1.631 1.049 0.040
H 0.372 -2.247 -5.249 0.261 0.897 1.350
H -1.431 1.002 -2.888 0.161 7.062 -1.447
C -3.470 -3.419 1.695 0.363 2.004 5.508
C -2.675 -3.754 3.042 2.608 -2.165 -2.244
O -2.538 -5.194 3.309 -1.709 0.153 -1.806
O -3.589 -2.031 1.611 1.188 1.048 -1.146
H -4.443 -3.806 1.763 -1.409 -0.854 0.062
H -2.960 -3.791 0.928 2.067 -1.850 -3.320
H -2.984 -3.410 3.944 -2.109 1.870 2.212
H -1.601 -3.440 3.063 -0.722 0.275 -0.920
H -3.285 -5.535 2.759 0.991 -0.336 0.930
H -2.789 -1.704 1.106 -1.272 -0.030 0.660
C 0.546 -0.006 0.396 -0.849 0.964 4.728
C -0.853 0.604 0.499 2.753 -2.565 -12.949
O -1.732 -0.558 0.004 1.825 2.366 -2.282
O 1.535 0.984 0.900 -1.567 -1.270 -1.460
H 0.685 -0.534 -0.525 0.742 0.131 -0.586
H 0.478 -0.691 1.282 0.443 -0.424 -1.273
H -0.830 1.583 -0.161 -0.812 -1.903 1.075
H -1.081 0.770 1.357 -2.916 2.109 10.236
H -1.501 -0.569 -1.031 -1.103 0.148 2.921
H 2.131 1.029 0.149 1.011 0.326 -0.047
C 0.789 2.042 4.021 2.401 -2.821 0.964
C 1.519 2.605 5.208 -3.048 -2.512 2.255
O 0.713 3.638 5.609 1.031 4.948 2.519
O 1.367 0.705 3.770 -0.338 1.127 -4.075
H 0.662 2.713 3.194 0.619 0.279 -0.635
H -0.144 1.759 4.352 -2.511 0.180 0.896
H 2.452 2.917 5.174 4.682 1.486 -1.773
H 1.653 1.960 6.149 -0.763 -0.551 -1.612
H 1.357 4.316 6.103 -2.593 -2.073 -1.572
H 1.306 0.637 2.722 0.729 0.015 3.075
C 2.378 -3.284 0.525 2.355 2.227 -2.727
C 1.010 -3.761 0.747 0.454 -0.708 -0.886
C 0.168 -3.941 -0.435 -1.272 -0.771 -2.416
O 0.989 -4.992 1.346 1.627 -0.699 4.597
H 3.130 -3.482 1.326 -0.783 0.158 -0.577
H 2.426 -2.145 0.185 -0.236 -2.085 1.195
H 2.642 -3.757 -0.422 1.042 -0.375 0.143
H 0.684 -3.021 1.361 -2.427 2.005 2.149
H -0.832 -4.427 -0.143 1.677 0.348 -0.582
H 0.700 -4.443 -1.347 -0.961 0.356 1.900
H -0.094 -2.983 -0.807 -0.426 1.156 -0.541
H 1.374 -4.743 2.275 -1.054 -1.621 -2.219
C 2.258 2.872 -2.197 -1.454 -1.777 2.193
C 3.556 2.342 -1.632 -0.352 -0.208 1.356
C 3.865 3.083 -0.281 1.868 2.370 -6.405
O 3.276 0.957 -1.118 -9.788 10.368 2.452
H 2.218 3.665 -2.887 0.450 2.148 0.370
H 1.533 2.736 -1.340 0.463 1.754 -0.571
H 1.687 2.243 -2.809 0.064 -2.356 -1.428
H 4.331 2.385 -2.456 -0.324 -0.422 1.444
H 4.181 4.126 -0.432 0.123 -0.003 -0.735
H 4.630 2.729 0.233 3.663 -2.363 2.015
H 3.168 3.264 0.374 -4.872 -0.083 3.035
H 3.843 0.432 -1.340 10.241 -9.362 -4.028